Entry from the OMol25 dataset: a cluster of 12 separate species, C84H196N12O20 in total at a distorted geometry (ωB97M-V with the def2-TZVPD basis set).

Last column: Löwdin charge in e.
Cartesian coordinates (Å):
1 C 0.825312 3.898897 1.322169  -0.01
2 C 2.100079 3.313720 0.647843  -0.46
3 C 2.990824 4.455745 -0.022302  -0.01
4 C 2.994562 2.682033 1.751933  -0.14
5 C 2.495153 1.353891 2.220633  -0.21
6 C 2.446611 0.401892 1.109925  -0.14
7 C 1.521925 0.888170 -0.017569  -0.45
8 C 1.634234 0.062385 -1.267440  -0.04
9 C -0.002723 0.732520 0.501659  0.01
10 N 1.853401 2.288184 -0.389848  -0.03
11 O 0.764612 2.916972 -1.135771  -0.04
12 H 0.425159 3.150374 2.015631  0.06
13 H 1.179139 4.752409 1.953696  0.10
14 H 0.077254 4.078672 0.582008  0.04
15 H 2.614540 4.818831 -0.932163  0.03
16 H 3.176484 5.382493 0.626088  0.10
17 H 3.974323 3.971631 -0.226250  0.07
18 H 4.073876 2.572274 1.439669  0.12
19 H 3.029628 3.348756 2.625812  0.11
20 H 3.090755 1.011322 3.069262  0.09
21 H 1.488449 1.561369 2.618179  0.11
22 H 2.144302 -0.641859 1.452234  0.13
23 H 3.420943 0.307051 0.703539  0.10
24 H 1.439562 -1.021319 -1.022655  0.08
25 H 2.710297 -0.037465 -1.651232  0.11
26 H 1.038856 0.429357 -2.052216  0.04
27 H -0.115662 -0.306337 0.697768  0.06
28 H -0.799777 1.133740 -0.113824  0.06
29 H -0.166759 1.175314 1.419157  0.02
30 H 1.007658 2.914707 -2.046605  0.05
31 C -7.311210 1.522192 -3.784170  -0.04
32 C -6.111176 1.159867 -2.900616  -0.49
33 C -5.864944 2.261773 -1.888550  -0.02
34 C -6.357552 -0.282342 -2.375365  -0.10
35 C -5.130580 -0.745950 -1.647287  -0.19
36 C -3.993885 -0.752020 -2.606360  -0.17
37 C -3.676826 0.500957 -3.346496  -0.49
38 C -2.793009 1.374210 -2.452244  -0.01
39 C -2.875628 0.072868 -4.640260  0.00
40 N -4.951089 1.085044 -3.844027  -0.11
41 O -4.793215 2.306918 -4.486063  -0.05
42 H -7.185833 2.606400 -4.114887  0.10
43 H -7.481366 0.866165 -4.612503  0.07
44 H -8.204206 1.473260 -3.131682  0.09
45 H -5.043135 1.922394 -1.310199  0.05
46 H -5.629400 3.156381 -2.418918  0.07
47 H -6.690110 2.339023 -1.221355  0.08
48 H -7.216008 -0.232605 -1.678837  0.13
49 H -6.624929 -0.893431 -3.189350  0.11
50 H -4.811094 -0.229097 -0.760844  0.09
51 H -5.297855 -1.717353 -1.233908  0.11
52 H -4.242619 -1.547480 -3.240203  0.11
53 H -3.041206 -1.021715 -2.106255  0.12
54 H -2.851051 2.483440 -2.705539  0.07
55 H -1.686056 1.210770 -2.490768  0.10
56 H -3.211681 1.206005 -1.473765  0.06
57 H -2.451781 0.983505 -5.066787  0.07
58 H -3.491133 -0.531853 -5.300275  0.09
59 H -1.994504 -0.478630 -4.244664  0.06
60 H -4.201279 2.772858 -3.803165  0.08
61 C 2.325797 -3.895622 -0.806496  -0.03
62 C 2.595132 -5.238036 -1.394774  -0.45
63 C 2.089964 -5.349392 -2.894961  0.00
64 C 4.127444 -5.394987 -1.436473  -0.14
65 C 4.712237 -5.689745 -0.038548  -0.17
66 C 4.103868 -7.005535 0.535770  -0.11
67 C 2.557183 -7.029211 0.561167  -0.53
68 C 2.040249 -8.451296 0.461664  -0.04
69 C 2.089910 -6.433100 1.852441  -0.04
70 N 1.991242 -6.427174 -0.660814  -0.11
71 O 0.653793 -6.244849 -0.479066  -0.02
72 H 3.010895 -3.087105 -1.094211  0.09
73 H 1.381197 -3.492538 -1.140865  0.04
74 H 2.313868 -3.872295 0.295256  0.08
75 H 1.043505 -5.088217 -3.065267  0.06
76 H 2.613470 -4.645723 -3.467897  0.05
77 H 2.240483 -6.345530 -3.242226  0.07
78 H 4.316335 -6.276758 -2.118813  0.13
79 H 4.608823 -4.449972 -1.824430  0.11
80 H 5.816619 -5.684140 0.023254  0.11
81 H 4.459028 -4.853571 0.623432  0.09
82 H 4.424300 -7.133252 1.554717  0.10
83 H 4.463644 -7.850050 -0.125233  0.13
84 H 0.962168 -8.528167 0.516691  0.08
85 H 2.366616 -9.036600 1.299420  0.08
86 H 2.393207 -8.889220 -0.505042  0.10
87 H 1.036841 -6.582458 2.144850  0.10
88 H 2.404387 -5.395146 1.891493  0.07
89 H 2.595193 -6.892668 2.682007  0.08
90 H 0.267452 -6.590187 -1.274137  0.11
91 C 3.416514 -2.080603 3.729112  -0.02
92 C 2.233045 -2.070225 4.773499  -0.45
93 C 0.866510 -1.533327 4.277243  -0.02
94 C 2.080532 -3.598006 5.189498  -0.15
95 C 1.325398 -3.800038 6.459791  -0.22
96 C 1.911694 -2.992204 7.605663  -0.12
97 C 2.084667 -1.471990 7.269106  -0.47
98 C 0.695725 -0.647208 7.323683  -0.02
99 C 2.999817 -0.796804 8.333929  -0.04
100 N 2.753590 -1.407400 5.964682  -0.09
101 O 2.913484 -0.001766 5.656613  -0.06
102 H 3.638297 -1.099997 3.343854  0.04
103 H 4.285043 -2.527711 4.153943  0.06
104 H 3.023498 -2.636955 2.820852  0.09
105 H -0.049911 -1.707578 4.817489  0.05
106 H 0.851120 -0.470758 4.066732  0.07
107 H 0.736818 -1.934580 3.252494  0.08
108 H 1.559597 -4.122416 4.333766  0.13
109 H 3.058663 -4.131502 5.331966  0.13
110 H 0.283982 -3.499711 6.186972  0.11
111 H 1.361089 -4.841274 6.639800  0.10
112 H 2.943681 -3.383665 7.781689  0.13
113 H 1.262913 -3.076873 8.476169  0.12
114 H -0.154818 -1.304035 6.885906  0.08
115 H 0.743213 0.330395 6.862122  0.07
116 H 0.390047 -0.485526 8.394790  0.08
117 H 3.990561 -1.149859 8.362527  0.06
118 H 2.491208 -0.997344 9.250986  0.07
119 H 3.149351 0.273104 8.119563  0.08
120 H 3.796792 0.032167 5.158526  0.09
121 C 7.806259 -2.022471 0.297472  -0.12
122 O 6.684477 -2.367454 1.021908  -0.16
123 C 7.050014 -3.074045 2.154793  -0.25
124 C 7.656631 -2.269655 3.287426  -0.20
125 N 6.658133 -1.275412 3.675407  -0.03
126 C 7.207037 -0.234283 4.470251  -0.24
127 C 6.353244 0.706137 5.222970  -0.24
128 O 5.375259 1.394351 4.452134  -0.22
129 C 5.352180 2.848414 4.708537  -0.05
130 H 8.172839 -2.853944 -0.292801  0.09
131 H 8.587409 -1.628887 0.959420  0.09
132 H 7.590810 -1.246820 -0.462136  0.08
133 H 7.770414 -3.845968 1.937548  0.12
134 H 6.168165 -3.475344 2.610508  0.11
135 H 8.618896 -1.816904 2.995552  0.11
136 H 7.914518 -2.947015 4.117861  0.13
137 H 6.236440 -0.977830 2.842072  0.07
138 H 7.982856 0.435667 3.983336  0.14
139 H 7.709408 -0.816045 5.248333  0.13
140 H 7.133940 1.379073 5.594475  0.12
141 H 5.801518 0.187885 5.981890  0.11
142 H 6.004538 3.334583 3.944705  0.09
143 H 5.719068 3.077995 5.740446  0.10
144 H 4.377237 3.273326 4.480430  0.07
145 C 8.728239 2.763345 0.864066  -0.06
146 O 7.268202 2.728630 0.899846  -0.18
147 C 6.728828 1.418819 0.748874  -0.25
148 C 6.135439 1.228872 -0.601850  -0.24
149 N 7.024800 1.543621 -1.688157  -0.03
150 C 6.451859 1.557069 -3.036567  -0.19
151 C 6.682995 0.236491 -3.746664  -0.20
152 O 5.875135 -0.725879 -3.033148  -0.22
153 C 6.191304 -2.053746 -3.471766  -0.10
154 H 9.035325 3.712264 1.133798  0.06
155 H 9.108221 2.565443 -0.117883  0.07
156 H 9.124057 1.972036 1.569817  0.10
157 H 5.955085 1.157840 1.533757  0.12
158 H 7.407137 0.607366 0.964167  0.09
159 H 5.218923 1.834789 -0.631113  0.10
160 H 5.786328 0.152781 -0.624015  0.13
161 H 7.411226 2.489736 -1.569669  0.11
162 H 6.927827 2.323240 -3.606374  0.11
163 H 5.437982 1.768388 -3.008083  0.09
164 H 7.729603 -0.043286 -3.613462  0.11
165 H 6.477989 0.214197 -4.822773  0.12
166 H 7.310982 -2.232045 -3.463594  0.10
167 H 5.949410 -2.200510 -4.541318  0.08
168 H 5.668581 -2.807722 -2.901927  0.06
169 C -3.430685 2.263278 3.700170  -0.08
170 O -3.915534 3.319467 2.869883  -0.21
171 C -4.218832 3.073207 1.496915  -0.19
172 C -5.376738 3.947101 1.086883  -0.21
173 N -4.959694 5.341663 1.159470  -0.04
174 C -6.119362 6.162001 0.735112  -0.19
175 C -5.550641 7.578746 0.681073  -0.23
176 O -5.147048 8.051645 1.960328  -0.19
177 C -3.819093 8.549990 1.954592  -0.11
178 H -2.390178 1.988482 3.464506  0.08
179 H -4.007848 1.293977 3.563872  0.08
180 H -3.570122 2.731950 4.692741  0.10
181 H -4.428646 2.005590 1.300022  0.11
182 H -3.356151 3.304546 0.863903  0.11
183 H -6.322863 3.718975 1.615065  0.12
184 H -5.698750 3.788793 0.074071  0.07
185 H -4.634535 5.594331 2.063677  0.10
186 H -6.955514 6.019369 1.433266  0.12
187 H -6.547311 5.882516 -0.206636  0.11
188 H -6.226302 8.295444 0.159380  0.12
189 H -4.617415 7.472089 -0.036323  0.14
190 H -3.514956 8.720248 3.003804  0.10
191 H -3.670251 9.438381 1.287051  0.10
192 H -3.214206 7.806430 1.445264  0.06
193 C -1.613256 -4.534271 0.456711  -0.07
194 O -2.532000 -3.982598 1.427047  -0.21
195 C -3.877164 -4.420936 1.205848  -0.19
196 C -4.651754 -3.799389 2.365001  -0.18
197 N -4.997242 -2.390022 2.045338  -0.05
198 C -3.884937 -1.457781 1.976724  -0.20
199 C -3.087751 -1.433841 3.295487  -0.22
200 O -4.039442 -1.264971 4.332377  -0.19
201 C -3.547949 -1.562211 5.592833  -0.12
202 H -1.887574 -5.564977 0.373116  0.07
203 H -0.651442 -4.550283 0.860549  0.06
204 H -1.622557 -4.120462 -0.564828  0.08
205 H -3.889513 -5.501530 1.213655  0.11
206 H -4.246533 -4.019261 0.248576  0.13
207 H -4.257505 -3.846541 3.366250  0.11
208 H -5.555931 -4.342663 2.475137  0.10
209 H -5.698366 -2.049605 2.699522  0.10
210 H -4.295074 -0.444430 1.761216  0.10
211 H -3.220163 -1.769296 1.166624  0.11
212 H -2.285094 -0.648395 3.179962  0.13
213 H -2.600940 -2.402800 3.312734  0.10
214 H -2.713708 -0.938338 5.908815  0.07
215 H -3.062398 -2.549791 5.646177  0.09
216 H -4.418602 -1.501250 6.264903  0.10
217 C -9.191693 6.394933 7.397136  -0.10
218 O -8.788199 5.717402 6.195569  -0.20
219 C -7.465343 5.141524 6.275468  -0.23
220 C -7.125540 4.630670 4.962924  -0.21
221 N -6.060222 3.599874 5.096117  -0.03
222 C -6.581826 2.225274 5.167768  -0.17
223 C -7.488236 1.775403 3.977734  -0.14
224 O -6.543385 1.276536 2.935227  -0.21
225 C -7.296408 0.678699 1.912338  -0.14
226 H -9.443829 5.604719 8.080898  0.08
227 H -10.046917 6.907293 7.050993  0.07
228 H -8.489606 7.115472 7.828036  0.09
229 H -7.402505 4.345660 7.068080  0.13
230 H -6.801938 5.941644 6.642542  0.12
231 H -6.776808 5.372280 4.257151  0.12
232 H -7.996629 4.214975 4.526686  0.09
233 H -5.340491 3.695142 4.399283  0.06
234 H -7.197795 2.058464 6.120076  0.13
235 H -5.793096 1.535802 5.316484  0.09
236 H -8.171103 2.481209 3.535566  0.10
237 H -8.088945 0.939140 4.329910  0.11
238 H -6.566014 0.308311 1.215439  0.06
239 H -7.866265 1.358101 1.274588  0.09
240 H -7.912127 -0.130162 2.232979  0.08
241 C 0.614765 -9.091738 -5.716992  -0.15
242 O 0.852830 -7.808051 -6.181229  -0.20
243 C -0.230703 -7.386859 -7.030882  -0.22
244 C -0.341681 -5.886528 -7.036305  -0.22
245 N -0.782051 -5.406461 -5.711539  -0.05
246 C -1.259490 -4.033353 -5.777940  -0.21
247 C -1.718087 -3.466080 -4.450124  -0.25
248 O -0.616104 -3.450402 -3.643956  -0.19
249 C -0.841110 -2.577098 -2.568542  -0.10
250 H 0.651480 -9.890346 -6.552839  0.12
251 H -0.325901 -9.133612 -5.250200  0.06
252 H 1.384395 -9.315433 -4.994239  0.08
253 H -1.119702 -7.765199 -6.510227  0.12
254 H -0.096142 -7.780543 -8.046758  0.13
255 H -1.043315 -5.595855 -7.852665  0.12
256 H 0.633216 -5.297386 -7.305696  0.14
257 H 0.054868 -5.458283 -5.159508  0.08
258 H -2.050442 -3.968439 -6.587825  0.14
259 H -0.445676 -3.394295 -6.120493  0.11
260 H -2.610096 -3.913261 -4.002580  0.13
261 H -1.942140 -2.366595 -4.629991  0.11
262 H -0.346857 -2.914032 -1.707116  0.04
263 H -1.908546 -2.552811 -2.360621  0.06
264 H -0.542778 -1.565817 -2.878262  0.10
265 C 2.286870 4.298156 -4.287621  -0.09
266 O 1.333232 3.238510 -4.263474  -0.21
267 C 1.987914 1.985422 -4.347280  -0.25
268 C 2.737517 1.666163 -5.587224  -0.24
269 N 2.505232 0.321773 -5.991135  -0.06
270 C 3.047198 -0.652580 -5.110692  -0.25
271 C 2.992510 -1.994514 -5.725911  -0.22
272 O 3.966995 -1.986957 -6.797065  -0.21
273 C 4.184141 -3.316104 -7.298066  -0.10
274 H 2.717204 4.431580 -5.314324  0.10
275 H 3.110865 4.153915 -3.511539  0.11
276 H 1.664328 5.172771 -4.082320  0.09
277 H 1.230928 1.194881 -4.420538  0.13
278 H 2.466289 1.761737 -3.420251  0.09
279 H 3.866533 1.846471 -5.623728  0.14
280 H 2.352970 2.314411 -6.350382  0.12
281 H 2.804790 0.167860 -6.990464  0.15
282 H 2.537356 -0.588359 -4.151115  0.11
283 H 4.056851 -0.583629 -4.763797  0.09
284 H 1.995253 -2.227707 -6.072659  0.12
285 H 3.346382 -2.613281 -4.866710  0.12
286 H 3.344052 -3.589556 -7.990392  0.09
287 H 4.161668 -4.126472 -6.490202  0.10
288 H 5.170816 -3.222069 -7.762893  0.08
289 C -1.927233 5.644891 -0.560321  -0.09
290 O -2.453043 6.256745 -1.740946  -0.18
291 C -3.525453 5.504139 -2.287938  -0.21
292 C -4.007850 6.252013 -3.544215  -0.18
293 N -2.933822 6.357205 -4.517800  -0.03
294 C -3.277982 5.940611 -5.842795  -0.26
295 C -2.132612 5.964670 -6.752993  -0.22
296 O -1.072800 5.118139 -6.262125  -0.20
297 C -1.508476 3.747926 -6.173989  -0.09
298 H -1.452261 4.707336 -0.771758  0.06
299 H -2.700850 5.543394 0.202938  0.06
300 H -1.150870 6.265649 -0.164696  0.08
301 H -4.395871 5.442790 -1.592829  0.11
302 H -3.112173 4.503814 -2.637247  0.11
303 H -4.362392 7.232776 -3.312105  0.11
304 H -4.796593 5.665437 -3.993876  0.11
305 H -2.060890 5.970530 -4.227749  0.10
306 H -4.075773 6.550006 -6.218958  0.13
307 H -3.648315 4.953461 -5.922152  0.09
308 H -1.609435 6.925145 -6.845476  0.13
309 H -2.418827 5.618385 -7.747029  0.12
310 H -2.089863 3.584660 -5.220631  0.08
311 H -0.604229 3.176668 -6.084764  0.07
312 H -2.188927 3.520586 -6.969454  0.08

Force components x, y, z for each atom (eV/Å):
C 1.51 -0.64 0.89
C 1.44 0.66 0.65
C 0.82 -0.61 2.00
C 1.17 0.61 -0.14
C -0.78 0.89 1.59
C -1.19 -1.71 -0.68
C -2.49 0.74 0.67
C 2.76 -2.42 0.62
C 1.66 -0.14 -1.52
N -0.13 1.27 -0.26
O -0.22 -1.07 1.09
H -0.06 0.19 -0.05
H -0.72 -0.37 -0.78
H -0.38 0.73 -0.16
H -0.84 0.33 -1.29
H -0.37 -1.49 -0.51
H -0.55 0.51 0.06
H -1.01 0.20 -0.07
H -0.09 0.16 -0.34
H 0.01 -0.10 -0.10
H 0.18 -0.50 0.12
H 0.14 1.20 -0.56
H 1.25 -0.25 -0.53
H -0.46 1.04 -0.31
H -1.16 0.68 0.50
H -0.99 0.27 -0.96
H -0.44 -1.12 -0.17
H 0.23 -0.17 -0.68
H 0.03 1.18 2.09
H 0.58 -0.05 -1.28
C -0.34 2.12 1.20
C -0.28 -0.50 -1.96
C -0.21 -1.79 -0.21
C 0.03 2.76 2.25
C 0.14 -0.20 0.37
C 1.27 -0.75 1.22
C 0.30 0.12 -2.55
C 0.18 1.75 -0.61
C 0.68 0.74 2.03
N -0.63 -1.71 0.55
O 2.11 1.17 1.60
H -0.38 -1.51 0.12
H 0.23 -0.35 -0.55
H 0.20 0.14 -0.33
H 0.88 0.22 0.80
H -0.05 0.86 -0.03
H -0.85 0.49 0.43
H 0.19 -0.07 -0.32
H -0.13 -0.91 -1.05
H -0.53 1.07 0.55
H 0.01 -1.04 0.03
H 0.04 -1.14 -1.64
H -0.60 -0.04 -0.11
H -0.12 -1.19 0.42
H -0.99 -0.47 0.02
H 0.55 0.44 0.77
H -0.30 -0.14 -0.57
H 0.11 0.16 -0.13
H -0.54 0.12 -0.51
H -1.06 0.01 -1.75
C -0.90 1.62 0.95
C 0.36 -1.18 -0.68
C -0.78 0.13 2.16
C 0.79 -0.99 -0.17
C -0.60 -0.08 0.42
C 0.24 0.12 -1.84
C -0.24 -0.42 -0.85
C 0.52 -0.83 -0.64
C -0.46 0.70 1.00
N 2.91 0.98 -1.21
O -1.64 0.81 0.62
H 0.34 -0.50 -0.18
H -0.53 -0.15 0.13
H -0.01 -0.21 -0.34
H -0.13 -0.02 0.51
H 1.08 0.94 -1.01
H 0.36 -0.74 -0.35
H 0.28 0.96 0.55
H -0.65 -1.12 0.05
H -0.43 -0.37 -0.46
H -0.21 0.02 0.02
H 0.38 -0.38 0.30
H -0.27 0.71 0.85
H -0.31 0.37 -0.25
H 0.58 -0.52 0.43
H -0.29 0.14 0.87
H 0.17 0.43 -0.78
H -0.39 0.41 0.18
H 0.59 -0.45 0.34
H -0.53 -0.36 -0.57
C -2.99 -0.11 -1.07
C 0.31 -1.71 0.91
C 0.78 0.04 -2.15
C 0.69 0.00 -1.49
C -1.30 1.51 -0.80
C 0.49 0.72 -0.51
C -0.67 0.74 -0.05
C -0.80 -2.45 0.68
C -1.15 0.52 -1.38
N 0.68 0.81 0.22
O 1.67 -0.29 -1.02
H 0.23 0.52 0.04
H 0.52 -0.33 0.25
H 0.69 0.26 0.95
H 0.10 -0.59 0.54
H 0.49 0.47 0.35
H -0.21 -0.22 0.39
H 0.51 0.47 0.81
H -0.39 0.89 -0.47
H 0.38 -0.30 0.86
H -0.34 -1.15 0.64
H -0.77 0.22 0.28
H 0.30 -0.09 0.29
H 1.33 1.31 0.51
H 0.15 -0.04 -0.35
H 0.45 -0.20 -0.87
H 1.20 -1.13 -0.04
H -0.02 0.30 0.97
H -0.68 -0.26 0.26
H -1.73 0.15 1.08
C 0.86 1.20 -1.31
O -0.94 0.44 0.01
C 0.51 -0.48 1.44
C 0.01 0.67 -0.05
N 0.50 -0.88 0.67
C 1.69 -0.04 -0.29
C -0.53 0.56 -0.20
O -0.05 1.53 0.00
C 1.12 -0.66 -0.75
H 0.36 -0.56 0.10
H 0.11 -0.11 -0.31
H -0.26 -0.18 0.54
H 0.13 -0.74 -0.44
H -0.75 -0.62 -0.20
H -0.09 0.15 -0.01
H -0.33 0.12 -0.15
H -0.85 0.84 -1.24
H -0.39 -0.94 -0.18
H 0.50 0.48 0.26
H -0.63 0.28 0.65
H -0.08 -0.24 0.96
H -0.01 -0.33 0.68
H -0.55 -0.16 -0.84
H -0.29 -0.47 0.48
C -1.63 -2.77 0.69
O 1.06 -0.34 0.29
C -0.50 -0.34 1.04
C -1.59 -1.01 -0.06
N 1.04 0.82 -0.50
C 1.64 -1.30 0.13
C -0.31 -0.56 1.08
O 0.53 -0.84 -0.79
C 1.28 0.57 -0.98
H 0.47 1.93 0.84
H 0.13 -0.35 -0.71
H -0.23 0.94 -0.64
H 0.32 1.05 -0.66
H 1.20 0.06 -0.14
H -0.18 0.07 -0.21
H 0.39 1.00 -0.35
H -0.30 -0.71 0.46
H 0.44 0.67 -0.42
H -2.34 0.43 -0.02
H 0.20 0.00 -0.01
H -0.35 0.20 0.04
H -1.02 0.13 0.49
H -0.31 0.19 0.23
H -0.12 0.10 0.41
C -0.63 -0.48 -0.62
O -0.20 -0.05 -0.45
C 0.04 -1.04 0.00
C 0.15 0.27 0.52
N -1.78 -0.79 -1.83
C 1.35 0.96 1.99
C 0.84 0.22 -2.01
O -0.23 -0.06 -0.43
C 0.06 0.19 -0.60
H -0.01 0.45 0.26
H 0.21 1.25 0.35
H 0.50 -0.95 -0.19
H -0.17 0.20 0.40
H 0.14 0.21 0.08
H 0.44 0.03 0.65
H 0.47 -0.34 -0.73
H -0.04 0.28 0.91
H -0.01 0.43 0.23
H 0.37 -0.34 -0.90
H 0.22 -0.27 0.60
H -1.57 0.32 1.36
H -0.09 0.03 -0.71
H -0.47 -0.16 0.87
H 0.60 -0.36 0.40
C -1.93 -0.17 0.22
O 0.82 -0.21 -1.31
C 1.03 1.29 1.21
C -0.73 1.27 -0.99
N -0.63 -0.49 -0.44
C -0.26 0.41 0.50
C -0.05 0.54 -1.57
O 0.70 0.32 -0.84
C 0.21 -0.56 0.81
H -0.07 -0.98 -0.36
H 1.56 0.47 0.61
H -0.28 0.34 0.54
H -0.20 -0.49 -0.04
H -0.13 -0.21 0.22
H 1.21 -0.47 0.20
H -1.27 -0.39 -0.20
H 0.34 -0.08 -0.09
H 0.22 -0.59 0.08
H 0.00 0.27 0.08
H -0.73 -0.40 0.75
H 0.28 -0.26 0.64
H -0.16 0.82 0.12
H -0.57 -0.32 -0.15
H 0.64 -0.04 0.05
C 0.54 -1.10 -1.24
O 1.12 0.19 0.40
C -1.11 1.39 2.62
C 2.20 -1.41 -1.09
N -0.84 -0.33 0.42
C -2.36 1.27 0.46
C 2.69 -1.29 0.13
O -2.04 0.71 1.16
C 1.23 0.52 -1.08
H -0.23 -0.01 0.91
H -1.18 0.72 0.20
H 0.31 -0.24 -0.24
H -0.30 0.36 -0.70
H 0.19 -0.23 -0.29
H 0.09 0.51 0.04
H -1.09 -0.45 -0.45
H -0.15 -0.07 -0.39
H 0.58 0.72 -1.09
H 0.96 -0.75 -0.37
H -0.01 0.65 -0.06
H -0.09 -0.34 -0.09
H 0.43 -0.65 -0.35
H -0.44 0.50 0.45
H -0.60 -0.65 0.48
C 1.35 -1.40 -1.44
O -0.15 0.93 -0.89
C 0.74 0.06 0.80
C 0.93 1.65 -0.42
N -0.61 -0.44 -0.90
C -0.67 -0.22 -1.02
C -0.62 1.90 -2.18
O 1.22 -0.89 1.52
C -0.72 0.73 -1.13
H -0.05 1.10 1.07
H -1.45 -0.30 0.75
H 0.25 -0.21 0.19
H -0.31 0.05 -0.72
H -0.15 -0.14 0.18
H 0.11 -0.17 0.76
H -1.20 -1.40 0.13
H 0.14 0.11 0.66
H 0.60 -0.10 1.11
H 0.16 0.46 -0.11
H 0.09 -0.40 0.05
H -0.39 -1.27 -0.21
H 0.90 -0.24 1.03
H -0.09 0.01 0.27
H 0.09 -0.02 0.37
C 0.06 0.28 -0.03
O 0.88 -0.28 -0.10
C -1.50 -1.03 0.38
C 2.50 0.97 -1.23
N -0.11 -0.38 -2.18
C -0.59 0.03 0.34
C 1.20 -0.19 0.72
O -0.85 -1.16 1.00
C -0.72 -0.05 0.46
H -0.12 -0.23 0.85
H -0.99 0.19 -0.90
H 0.51 0.15 0.15
H -0.64 0.46 0.30
H 1.03 0.13 0.79
H -1.04 0.22 0.72
H -0.37 0.44 -0.57
H -0.23 0.15 1.69
H -0.64 -0.42 0.09
H 1.37 0.92 -0.26
H -0.26 -0.46 -0.19
H -0.39 -0.58 -0.95
H 0.93 0.18 0.18
H 0.33 1.21 -0.76
H -0.38 -0.64 -0.24
C -0.56 0.53 -0.17
O -0.22 -0.41 0.46
C -0.02 0.48 -0.85
C 1.42 -1.14 0.09
N -0.25 0.52 -0.18
C -0.27 0.85 0.40
C 2.31 0.23 -0.51
O -0.69 -0.68 -0.26
C -0.10 1.33 1.95
H 0.04 -0.88 -0.32
H -0.08 -0.18 -0.08
H 0.44 0.69 0.08
H 0.73 -0.42 -0.07
H -0.70 0.73 0.65
H -0.46 0.67 0.45
H -0.63 -0.20 0.01
H 0.44 -0.25 0.36
H -0.47 0.65 -0.36
H -0.83 -1.56 0.34
H -0.54 0.05 0.04
H -0.13 0.01 -0.20
H 0.46 0.09 -0.67
H 0.22 -0.56 -0.36
H -0.04 -0.52 -0.80

As for the total energy: -5479.2229 hartree. The value obtained for the molecular weight is 1694.56 g/mol. The SMILES is CC1(C)CCCC(C)(C)N1O.CC1(C)CCCC(C)(C)N1O.CC1(C)CCCC(C)(C)N1O.CC1(C)CCCC(C)(C)N1O.COCCNCCOC.COCCNCCOC.COCCNCCOC.COCCNCCOC.COCCNCCOC.COCCNCCOC.COCCNCCOC.COCCNCCOC. The value obtained for the LUMO energy is 0.0216 Ha. The relative energy (zero: lowest compared OMol25 entry of this formula, charge and spin) comes out at 284.3 kJ/mol.